No. 1
24
Properties=species:S:1:pos:R:3:nbo_charge:R:1 method="wB97M-V/def2-TZVPD" multiplicity=1 homo_ev=-8.84 orbital_gap_ev=9.51 e_tot_ha=-421.91893
N 1.11 -2.10 -1.00 -0.842
C 0.32 -0.94 -0.69 -0.246
C 1.32 0.25 -0.57 -0.397
C 1.78 0.57 0.84 -0.437
C 0.81 1.47 1.63 -0.191
N 0.79 2.81 1.23 -0.841
H 1.95 -2.06 -0.56 0.347
H 0.76 -3.03 -0.79 0.355
H -0.05 -1.02 0.36 0.175
H -0.43 -0.59 -1.52 0.209
H 1.11 1.12 -1.13 0.202
H 2.31 -0.06 -1.10 0.201
H 2.71 1.10 0.71 0.215
H 2.19 -0.31 1.32 0.211
H -0.34 1.12 1.43 0.121
H 0.89 1.37 2.71 0.197
H 0.07 3.25 1.72 0.360
H 0.71 2.93 0.21 0.357
O -3.56 -0.11 0.41 -0.945
H -2.78 -0.38 0.01 0.468
H -3.63 0.88 0.28 0.477
O -2.78 -1.78 -2.07 -0.930
H -2.08 -2.44 -2.16 0.466
H -3.17 -2.03 -1.26 0.467

No. 2
7
Properties=species:S:1:pos:R:3:nbo_charge:R:1 method="wB97M-V/def2-TZVPD" multiplicity=1 homo_ev=-10.40 orbital_gap_ev=10.98 e_tot_ha=-190.93849
C 0.00 0.00 0.00 0.260
O -0.57 0.84 -0.71 -0.497
H -0.48 -0.36 0.94 0.118
H 0.91 -0.55 -0.35 0.119
O -3.18 4.44 -2.58 -0.941
H -2.24 4.20 -2.40 0.473
H -3.13 5.12 -3.28 0.468

No. 3
94
Properties=species:S:1:pos:R:3:mulliken_charge:R:1 method="wB97M-V/def2-TZVPD" multiplicity=1 homo_ev=-12.26 orbital_gap_ev=9.27 e_tot_ha=-27444.80689 charge=+1
C 3.92 -0.16 -0.51 -0.057
C 3.95 1.06 -0.49 -0.576
C 3.96 2.59 -0.77 -0.530
C 3.09 2.98 -2.04 -0.570
N 2.73 1.92 -3.02 -0.130
C 1.90 2.69 -4.06 -0.757
C 1.30 3.98 -3.33 -0.764
C 1.68 3.72 -1.79 0.109
C 0.80 2.74 -0.90 -0.181
C -0.76 2.77 -1.19 -1.030
C -1.22 2.01 -2.52 -0.252
Br -2.73 0.82 -2.04 -0.158
H 3.98 -1.27 -0.65 0.459
H 5.04 2.93 -0.92 0.407
H 3.61 3.13 0.18 0.297
H 3.82 3.62 -2.65 0.377
H 2.07 1.18 -2.75 0.424
H 3.50 1.36 -3.43 0.433
H 1.18 2.02 -4.64 0.392
H 2.69 2.87 -4.86 0.389
H 0.21 4.22 -3.46 0.320
H 2.03 4.82 -3.60 0.391
H 1.99 4.65 -1.23 0.526
H 0.93 3.08 0.18 0.025
H 1.17 1.65 -0.90 0.219
H -1.26 2.22 -0.32 0.545
H -1.21 3.82 -1.17 0.197
H -1.62 2.80 -3.22 0.339
H -0.36 1.45 -3.01 0.188
C 0.33 2.59 3.78 0.011
Cl 1.49 3.58 4.68 0.058
Cl -0.44 1.42 4.87 -0.103
Cl -0.92 3.64 3.07 0.101
Cl 1.18 1.71 2.48 0.013
C 2.08 -2.29 3.91 0.279
Cl 2.15 -4.06 3.98 -0.047
Cl 3.02 -1.72 2.51 -0.082
Cl 0.40 -1.76 3.74 -0.071
Cl 2.77 -1.61 5.40 -0.110
C -4.75 4.27 1.21 0.239
Cl -4.14 2.86 0.31 -0.019
Cl -3.39 5.06 2.03 -0.064
Cl -5.51 5.41 0.08 -0.095
Cl -5.94 3.74 2.41 -0.092
C -4.34 -3.03 -1.02 0.142
Cl -2.64 -2.94 -1.50 -0.083
Cl -4.96 -1.39 -0.70 -0.099
Cl -5.28 -3.77 -2.33 0.124
Cl -4.50 -4.01 0.44 -0.088
C -1.05 5.61 6.92 0.228
Cl -0.71 3.87 6.95 -0.060
Cl -1.80 6.05 5.38 -0.064
Cl -2.15 6.02 8.25 -0.094
Cl 0.47 6.51 7.11 -0.018
C -5.80 -4.06 -6.66 0.356
Cl -4.07 -4.42 -6.82 -0.098
Cl -6.69 -4.82 -7.99 -0.084
Cl -6.40 -4.70 -5.11 -0.095
Cl -6.04 -2.30 -6.71 -0.090
C -3.33 -7.54 -3.88 0.210
Cl -2.36 -9.00 -3.57 -0.050
Cl -4.73 -7.97 -4.87 -0.094
Cl -3.87 -6.86 -2.34 -0.030
Cl -2.34 -6.34 -4.74 -0.018
C -9.33 -1.11 -3.99 0.248
Cl -8.13 -2.40 -4.23 0.046
Cl -9.43 -0.72 -2.26 -0.101
Cl -8.84 0.33 -4.90 -0.114
Cl -10.91 -1.67 -4.56 -0.098
C 1.47 -7.79 -3.18 0.217
Cl 2.85 -6.67 -3.17 -0.115
Cl 0.03 -6.97 -2.56 -0.024
Cl 1.17 -8.35 -4.84 0.019
Cl 1.84 -9.19 -2.15 -0.101
C 1.19 -10.68 -8.29 0.331
Cl -0.21 -10.08 -7.37 -0.063
Cl 2.55 -10.95 -7.19 -0.090
Cl 0.75 -12.21 -9.09 -0.092
Cl 1.65 -9.49 -9.52 -0.095
C 4.40 -6.71 6.19 0.327
Cl 6.12 -7.07 6.01 -0.092
Cl 3.50 -7.45 4.85 -0.105
Cl 3.81 -7.38 7.73 -0.087
Cl 4.15 -4.96 6.17 -0.041
C 4.47 6.66 6.10 0.263
Cl 3.24 7.24 4.95 -0.093
Cl 4.32 4.90 6.28 -0.084
Cl 6.09 7.05 5.50 -0.105
Cl 4.22 7.44 7.68 0.021
C 5.37 9.77 10.74 0.354
Cl 6.56 8.48 10.48 -0.090
Cl 5.27 10.15 12.46 -0.089
Cl 5.87 11.21 9.84 -0.089
Cl 3.78 9.23 10.16 -0.101

No. 4
108
Properties=species:S:1:pos:R:3:mulliken_charge:R:1 method="wB97M-V/def2-TZVPD" multiplicity=1 homo_ev=-10.03 orbital_gap_ev=7.40 e_tot_ha=-10883.25676 charge=+1
Sc -0.75 0.35 0.04 -0.300
Br -4.43 3.67 0.10 -0.132
C -3.02 3.65 1.34 -0.274
C -3.02 4.55 2.41 -0.407
C -2.01 4.52 3.33 -0.048
Br -2.07 5.73 4.79 -0.213
C -0.95 3.60 3.21 0.723
C 0.12 3.48 4.13 -0.983
C 1.09 2.55 3.91 -1.679
C 1.00 1.72 2.79 -0.766
N 0.03 1.78 1.90 1.529
C -0.95 2.70 2.11 0.385
C -2.02 2.71 1.16 -0.553
O -2.01 1.85 0.18 0.552
H -3.84 5.25 2.52 0.481
H 0.14 4.12 5.00 0.352
H 1.92 2.43 4.60 0.511
H 1.75 0.96 2.63 1.068
C -3.23 3.54 -3.77 -1.596
C -2.61 2.42 -2.96 1.424
C -3.52 1.22 -2.79 -0.441
O -1.40 1.98 -3.68 -0.187
P -0.02 1.67 -3.03 -1.750
O -0.05 1.56 -1.55 2.088
C 0.52 0.18 -3.91 -0.902
P -0.03 -1.30 -3.01 -0.570
O -0.28 -1.05 -1.56 1.563
O 1.10 -2.38 -3.07 -0.452
C 1.77 -3.04 -4.19 0.459
C 3.07 -2.32 -4.50 -1.321
C 0.88 -3.17 -5.42 -1.205
O -1.31 -1.74 -3.80 -0.078
C -2.41 -2.53 -3.22 1.785
C -1.92 -3.84 -2.65 -1.102
C -3.41 -2.71 -4.34 -1.610
O 1.03 2.74 -3.53 -0.090
C 1.09 4.05 -2.87 1.064
C 1.49 5.04 -3.94 -1.631
C 2.08 3.99 -1.72 -0.820
H -4.09 3.94 -3.24 0.364
H -3.55 3.17 -4.75 0.369
H -2.51 4.34 -3.92 0.372
H -2.31 2.78 -1.98 -0.424
H -3.83 0.83 -3.77 0.347
H -4.40 1.50 -2.22 0.391
H -2.99 0.44 -2.25 -0.624
H 1.60 0.19 -3.98 0.473
H 0.08 0.19 -4.91 0.656
H 1.99 -4.03 -3.81 0.417
H 2.89 -1.34 -4.94 0.264
H 3.65 -2.92 -5.20 0.515
H 3.67 -2.20 -3.59 0.293
H 0.69 -2.20 -5.88 0.291
H -0.07 -3.63 -5.17 0.173
H 1.38 -3.81 -6.15 0.513
H -2.85 -1.93 -2.42 -0.841
H -1.56 -4.51 -3.44 0.300
H -2.74 -4.33 -2.13 0.486
H -1.12 -3.68 -1.93 0.132
H -2.96 -3.25 -5.17 0.334
H -3.75 -1.74 -4.72 0.326
H -4.27 -3.26 -3.97 0.447
H 0.09 4.29 -2.50 0.085
H 2.48 4.79 -4.33 0.345
H 1.53 6.04 -3.51 0.413
H 0.78 5.04 -4.76 0.414
H 3.06 3.69 -2.08 0.169
H 1.75 3.29 -0.96 -0.287
H 2.16 4.98 -1.26 0.581
S 0.83 -4.88 4.46 -0.221
C 0.50 -3.57 3.35 0.865
C 0.14 -2.33 3.87 -1.269
C -0.10 -1.28 3.01 -0.663
N -0.01 -1.38 1.67 1.118
C 0.33 -2.59 1.19 -0.848
C 0.59 -3.69 1.97 -0.998
C 0.63 -6.29 3.37 0.004
C 1.72 -7.01 2.93 -0.051
C 1.49 -8.08 2.07 -0.346
N 0.27 -8.43 1.66 -0.579
C -0.77 -7.74 2.11 -0.411
C -0.65 -6.66 2.98 0.003
H 0.02 -2.18 4.93 0.471
H -0.43 -0.33 3.40 0.489
H 0.38 -2.67 0.11 0.292
H 0.85 -4.63 1.50 0.417
H 2.73 -6.76 3.24 0.414
H 2.31 -8.67 1.69 0.376
H -1.75 -8.07 1.77 0.400
H -1.52 -6.12 3.32 0.456
N 1.92 0.05 -0.02 0.131
C 3.10 0.74 -0.42 -0.010
C 3.76 1.60 0.45 -0.295
C 4.90 2.28 0.03 -0.790
C 5.38 2.12 -1.26 -0.730
C 4.72 1.27 -2.13 -0.628
C 3.58 0.59 -1.71 0.543
H 2.03 -0.35 0.91 0.375
H 1.73 -0.71 -0.67 -0.132
H 3.39 1.76 1.45 0.311
H 5.41 2.94 0.73 0.437
H 6.28 2.63 -1.57 0.387
H 5.09 1.13 -3.13 0.424
H 3.08 -0.09 -2.39 -0.014
Cl -3.07 -0.11 2.42 -0.394
Si -3.13 -1.02 0.42 -0.047
Cl -5.16 -1.02 0.00 -0.376
Cl -2.86 -3.07 0.97 -0.276